(1)
DFT (ωB97M-V/def2-TZVPD) results for a 10-piece molecular cluster, C23H64Cl2IN4O10S overall in a non-equilibrium geometry.

* LUMO level: -4.73 eV
* DFT total energy: -95293.10474 eV
* charge: +1
* highest occupied orbital energy: -11.527 eV
* HOMO-LUMO gap: 6.79 eV

Element x y z (Å)
C1 -1.2959 1.3568 5.5014
C2 -1.6574 -0.1287 5.2900
C3 -1.0213 -0.7342 4.0363
N1 -2.0445 -0.9406 2.9840
S1 -3.1710 -2.1936 3.2308
C4 -1.6165 -0.7405 1.6719
N2 -1.8482 0.4552 1.0166
C5 -0.8686 1.4789 1.4533
C6 -0.7213 2.6043 0.4474
C7 0.4504 3.4986 0.8647
C8 0.1464 4.2611 2.1439
C9 1.1608 5.3749 2.4333
N3 1.3227 5.6502 3.8811
C10 -3.2283 0.9029 0.9734
Cl1 -3.8378 1.5846 2.5298
C11 -4.1857 -0.1248 0.4169
C12 -5.4248 0.5754 -0.1512
N4 -0.8971 -1.6266 1.0626
I1 -0.1964 -1.2403 -0.8562
C13 -0.5323 -2.9239 1.6347
C14 0.9371 -3.2373 1.4033
O1 1.3127 -4.2079 0.7564
Cl2 2.0808 -2.1106 2.1228
H1 -0.7703 1.7741 4.6540
H2 -2.1985 1.9396 5.6124
H3 -0.7272 1.4906 6.4066
H4 -1.3888 -0.6995 6.1655
H5 -2.7319 -0.1795 5.2070
H6 -0.5473 -1.6656 4.3215
H7 -0.2862 -0.0391 3.6569
H8 -4.2148 -1.4701 3.6746
H9 -1.0753 1.8404 2.4522
H10 0.1004 0.9857 1.4919
H11 -0.4541 2.1288 -0.4888
H12 -1.6399 3.1690 0.3739
H13 0.6478 4.1811 0.0490
H14 1.3234 2.8726 0.9826
H15 0.1565 3.6054 3.0080
H16 -0.8589 4.6643 2.0692
H17 0.8002 6.2919 1.9900
H18 2.1107 5.0670 2.0213
H19 0.3945 5.5730 4.2795
H20 1.8066 4.8398 4.2511
H21 -3.2383 1.7336 0.2907
H22 -4.5397 -0.7853 1.1904
H23 -3.7002 -0.6495 -0.3977
H24 -6.0051 -0.0772 -0.7845
H25 -6.0707 0.8504 0.6712
H26 -5.1743 1.4847 -0.6820
H27 -1.0779 -3.6947 1.1112
H28 -0.7813 -2.9896 2.6820
C15 4.3195 4.0777 -0.3753
O2 3.6866 2.9291 0.1957
H29 3.7528 4.9519 -0.0651
H30 5.3461 4.1771 -0.0171
H31 4.3187 4.0237 -1.4658
H32 4.1884 2.1579 -0.0754
C16 2.0334 -1.6621 -4.3248
O3 2.4459 -0.4431 -3.6909
H33 1.9701 -1.4899 -5.3945
H34 2.7556 -2.4540 -4.1318
H35 1.0492 -1.9684 -3.9576
H36 2.5058 -0.6226 -2.7519
C17 3.8885 5.9795 7.0776
O4 3.4084 5.1208 6.0423
H37 4.2955 5.3523 7.8662
H38 4.6756 6.6367 6.7014
H39 3.0773 6.5849 7.4874
H40 3.0519 5.6860 5.3456
C18 2.1844 -5.2716 -6.0534
O5 1.6376 -4.7684 -4.8209
H41 2.5770 -4.4337 -6.6151
H42 2.9948 -5.9750 -5.8499
H43 1.4073 -5.7641 -6.6389
H44 1.2947 -5.5173 -4.3292
C19 2.7430 -3.4591 -9.5836
O6 3.6555 -3.9638 -8.6096
H45 1.7457 -3.7811 -9.2937
H46 2.7692 -2.3668 -9.6195
H47 2.9658 -3.8589 -10.5750
H48 4.5386 -3.6881 -8.8631
C20 -9.1169 0.7282 -2.1071
O7 -8.4454 -0.3240 -1.4125
H49 -8.7298 1.6697 -1.7275
H50 -8.9267 0.6743 -3.1814
H51 -10.1933 0.6914 -1.9279
H52 -8.7880 -1.1560 -1.7448
C21 -1.7507 -5.7690 -6.9009
O8 -0.7537 -5.2179 -7.7547
H53 -1.9225 -6.7938 -7.2173
H54 -1.4170 -5.7706 -5.8585
H55 -2.6890 -5.2135 -6.9791
H56 -0.5999 -4.3134 -7.4740
C22 0.5617 -7.8317 0.2958
O9 1.6875 -7.3144 -0.4028
H57 0.4439 -8.8716 0.0062
H58 0.7119 -7.7832 1.3783
H59 -0.3518 -7.2879 0.0324
H60 1.7918 -6.3962 -0.1466
C23 5.4895 5.0303 2.7088
O10 5.3284 5.6610 3.9717
H61 5.7830 5.7940 1.9928
H62 6.2694 4.2641 2.7452
H63 4.5530 4.5715 2.3715
H64 5.0586 4.9930 4.6113

Cartesian forces (eV/Å) of the 2 atoms listed first:
C -0.505 -0.374 0.067
C 0.165 0.795 -0.196

***

(2)
DFT (ωB97M-V/def2-TZVPD) results for a 8-piece molecular cluster, C23H65N5O11 overall in a non-equilibrium geometry.

* SMILES: COCCNCCOC.COCCNCCOC.COCCNCCOC.NC(N)=O.CO.CO.CO.CO
* LUMO level: 0.28 eV
* DFT total energy: -54869.59968 eV
* charge: 0
* highest occupied orbital energy: -8.592 eV
* HOMO-LUMO gap: 8.88 eV

Element x y z (Å)
C1 -1.3893 -0.7380 -3.2968
O1 -1.7925 0.0153 -4.3563
C2 -2.4122 1.1993 -4.0177
C3 -2.9303 1.9640 -5.2663
N1 -1.7605 2.2307 -6.0997
C4 -1.9886 2.5473 -7.4588
C5 -2.7587 3.8881 -7.5922
O2 -4.1516 3.7144 -7.6941
C6 -4.9173 4.9522 -7.4301
H1 -1.7872 -1.6783 -3.6786
H2 -1.7610 -0.3872 -2.3341
H3 -0.3002 -0.7591 -3.3373
H4 -1.7431 1.7900 -3.3919
H5 -3.3042 1.0104 -3.4204
H6 -3.2636 2.9134 -4.8470
H7 -3.5662 1.4004 -5.9490
H8 -1.1821 1.4060 -6.0262
H9 -2.5852 1.8057 -7.9900
H10 -1.0517 2.4843 -8.0124
H11 -2.4054 4.5472 -8.3853
H12 -2.5402 4.4005 -6.6553
H13 -5.8877 4.6012 -7.0792
H14 -5.0282 5.5838 -8.3115
H15 -4.4293 5.5170 -6.6358
C7 5.9600 2.9660 0.3820
O3 5.0822 2.1845 1.2212
C8 5.6641 1.2064 2.1225
C9 4.5371 0.3278 2.6181
N2 4.1847 -0.6502 1.5661
C10 3.0613 -1.5359 1.8373
C11 2.8435 -2.4461 0.6582
O4 1.5022 -2.9912 0.6036
C12 0.9593 -3.1840 -0.7037
H16 6.6181 2.3934 -0.2716
H17 6.6496 3.4050 1.1029
H18 5.3828 3.6613 -0.2274
H19 6.1141 1.6700 3.0004
H20 6.4969 0.6522 1.6896
H21 3.6250 0.8824 2.8388
H22 4.7585 -0.1269 3.5837
H23 4.0640 -0.1975 0.6714
H24 2.1830 -0.9369 2.0780
H25 3.1276 -2.1231 2.7532
H26 3.5512 -3.2512 0.4603
H27 2.8028 -1.7427 -0.1734
H28 -0.1200 -3.3334 -0.6734
H29 1.4209 -4.0286 -1.2152
H30 1.0587 -2.3273 -1.3702
C13 0.5309 0.1574 4.2697
O5 0.8410 -1.2479 4.2437
C14 -0.1578 -2.0107 3.5554
C15 0.2717 -3.4439 3.6709
N3 0.4327 -3.9776 5.0459
C16 0.9899 -5.3005 5.1267
C17 2.4681 -5.4120 5.0932
O6 2.8646 -4.8258 6.3026
C18 4.2661 -4.8996 6.5316
H31 1.2555 0.5958 4.9559
H32 -0.4741 0.2558 4.6800
H33 0.6947 0.5693 3.2738
H34 -0.2093 -1.8494 2.4786
H35 -1.1180 -1.8483 4.0451
H36 0.9442 -3.7732 2.8788
H37 -0.6322 -3.8603 3.2262
H38 1.1107 -3.4201 5.5455
H39 0.5549 -5.9138 4.3376
H40 0.6993 -5.7276 6.0865
H41 2.7897 -4.8400 4.2229
H42 2.8526 -6.4132 4.8982
H43 4.4634 -4.1943 7.3389
H44 4.8234 -4.7676 5.6042
H45 4.6734 -5.8015 6.9884
C19 -4.8727 1.8721 2.3583
O7 -5.7732 1.6085 3.1997
N4 -4.8100 3.0384 1.7862
N5 -4.2175 0.9979 1.7839
H46 -5.6696 3.5656 1.8446
H47 -4.0689 3.3411 1.1704
H48 -3.5623 1.4041 1.1314
H49 -4.4094 0.0321 2.0086
C20 2.4734 0.9946 -1.5481
O8 2.6285 1.5436 -2.8668
H50 2.3689 -0.0902 -1.5690
H51 3.3719 1.1865 -0.9616
H52 1.5274 1.2943 -1.0972
H53 2.6527 2.4936 -2.7302
C21 -1.6853 4.7852 -0.3436
O9 -2.3143 3.6218 0.1025
H54 -0.6351 4.9216 -0.0855
H55 -1.8615 5.0134 -1.3947
H56 -2.3717 5.5446 0.0309
H57 -1.8859 2.8267 -0.2228
C22 -0.8435 0.0303 0.4181
O10 -1.9065 0.7794 -0.0264
H58 -0.4317 0.3574 1.3728
H59 -1.2164 -0.9582 0.6864
H60 -0.1100 -0.1411 -0.3696
H61 -2.4775 0.1554 -0.4805
C23 -3.3780 -2.4872 -0.7421
O11 -3.8453 -1.1358 -0.7285
H62 -4.0928 -3.2906 -0.5644
H63 -2.8892 -2.8001 -1.6647
H64 -2.5934 -2.4704 0.0144
H65 -4.6280 -0.9675 -0.1988

Cartesian forces (eV/Å) of the 2 atoms listed first:
C 0.659 -1.386 -0.426
O -0.626 1.674 -2.176